# 1
The following is a DFT calculation (wB97M-V/def2-TZVPD) of C20H24MnN3O2S as an isolated structure.

Atoms and positions in Å:
Mn -0.222 0.123 0.382
S 0.319 2.292 -0.199
O -0.124 -1.560 1.327
O -2.104 0.237 0.427
N 1.935 0.603 -1.589
N 2.059 2.801 -2.154
N 1.302 -0.346 -0.787
C 0.217 -3.854 1.630
C 1.408 -2.688 -0.130
C -3.799 0.938 2.600
C -3.382 0.049 0.241
C -2.959 -0.085 3.373
C -2.083 -2.066 -1.759
C 0.826 -5.030 1.270
C -3.063 2.273 2.456
C -2.205 0.286 -2.706
C 1.808 -1.526 -0.881
C -5.653 0.208 1.080
C 1.744 -5.074 0.210
C -4.292 0.390 1.276
C -2.993 -0.889 -2.120
C -5.268 -0.641 -1.111
C 0.477 -2.639 0.945
C -3.895 -0.481 -0.971
C -6.162 -0.304 -0.106
C 1.516 1.808 -1.366
C 2.021 -3.909 -0.463
H 2.627 -1.645 -1.589
H -1.427 -1.824 -0.924
H -1.605 -0.045 -3.559
H -1.535 0.733 -1.973
H -6.331 0.476 1.885
H -3.541 -0.989 3.565
H -2.148 2.154 1.878
H -2.803 2.672 3.441
H -4.698 1.133 3.198
H -2.071 -0.373 2.812
H 0.593 -5.938 1.816
H -1.457 -2.346 -2.611
H 2.733 -3.914 -1.282
H 2.929 2.557 -2.599
H -2.886 1.068 -3.049
H 2.222 -6.004 -0.070
H -7.228 -0.439 -0.241
H -2.644 0.329 4.336
H -2.676 -2.935 -1.466
H -3.691 3.006 1.945
H -3.664 -1.243 -2.911
H -0.494 -3.813 2.445
H 2.004 3.727 -1.767
H -5.644 -1.047 -2.046

Properties
max |F| = 0.00774 Eh/bohr
LUMO (spin up / spin down) = 0.10935 / 0.10926 hartree
net charge = -1
expectation value of S² = 0.768
gap between HOMO and LUMO (spin up / spin down) = 7.048 / 6.958 eV
DFT total energy = -2640.5446 Ha
spin multiplicity = 2

In elementary charge units, the Mulliken charges are: 0.16, -0.59, -0.63, 0.37, -1.19, -0.48, 0.94, -0.75, 0.56, 0.35, 0.39, -1.29, -1.21, -0.39, -1.34, -1.31, -0.42, -0.87, -0.69, 0.54, 0.45, -0.85, 0.65, 0.50, -1.12, 0.52, -0.67, 0.28, 0.05, 0.40, 0.02, 0.33, 0.32, 0.05, 0.44, 0.42, 0.03, 0.35, 0.42, 0.31, 0.25, 0.38, 0.38, 0.34, 0.43, 0.40, 0.33, 0.47, 0.42, 0.22, 0.33

---

# 2
The following is a DFT calculation (wB97M-V/def2-TZVPD) of C20H24MnN5S2Se2 as an isolated structure.

Atoms and positions in Å:
Se 2.603 2.020 -0.522
Se 1.527 3.266 1.105
Mn -0.400 0.376 1.167
S -2.561 0.449 1.999
S -1.106 -1.462 -0.173
N -1.173 -1.576 -2.827
N 0.882 -1.091 -1.935
N -0.343 0.851 3.147
N 1.692 -0.123 1.134
N -0.750 2.140 -0.091
C 1.594 -1.052 -3.215
C -2.616 -1.871 -2.840
C -1.643 0.795 3.461
C -1.140 1.172 5.739
C 0.586 1.046 4.099
C -2.094 0.956 4.761
C 3.835 -0.441 0.137
C -2.883 -3.361 -2.946
C -2.035 4.540 -0.620
C -0.209 3.306 0.276
C 2.682 0.309 0.342
C 0.217 1.215 5.411
C 2.996 -2.062 1.682
C 3.987 -1.647 0.800
C 1.921 -2.435 -3.762
C -2.575 3.342 -1.062
C -1.908 2.171 -0.769
C 1.873 -1.276 1.812
C -0.818 4.526 0.048
C -0.411 -1.349 -1.772
H 2.509 -0.488 -3.039
H -2.464 -3.893 -2.092
H 1.616 1.080 3.771
H -1.448 1.302 6.768
H -3.957 -3.541 -2.966
H 4.881 -2.239 0.656
H 3.088 -2.973 2.254
H 1.028 -3.027 -3.967
H 1.005 -0.462 -3.921
H 1.419 -1.014 -1.089
H 0.971 1.383 6.167
H -3.504 3.312 -1.613
H -0.339 5.443 0.361
H -0.704 -1.668 -3.717
H 2.478 -2.340 -4.693
H -3.034 -1.329 -3.688
H 2.535 -2.994 -3.056
H -2.305 1.208 -1.068
H 4.618 -0.056 -0.503
H -3.149 0.900 4.989
H -2.538 5.477 -0.815
H -2.460 -3.777 -3.861
H -3.046 -1.458 -1.932
H 1.065 -1.580 2.467

Properties
max |F| = 0.00782 Eh/bohr
LUMO (spin up / spin down) = -0.28916 / -0.23591 hartree
net charge = +2
expectation value of S² = 6.240
gap between HOMO and LUMO (spin up / spin down) = 6.369 / 7.984 eV
DFT total energy = -7800.1256 Ha
spin multiplicity = 5

In elementary charge units, the Mulliken charges are: 0.08, 0.02, -0.05, -0.14, -0.25, -0.10, 0.28, 0.19, 0.88, 0.42, -0.84, -0.63, 0.73, -0.09, -0.22, -0.83, -0.42, -1.14, -0.32, 0.36, -0.46, -0.91, -0.94, -0.44, -0.96, -0.86, -0.18, -0.15, -0.77, 0.83, 0.32, 0.30, 0.48, 0.43, 0.38, 0.47, 0.47, 0.30, 0.48, -0.33, 0.44, 0.46, 0.44, 0.19, 0.38, 0.42, 0.31, 0.44, 0.55, 0.46, 0.44, 0.36, 0.36, 0.38

---

# 3
The following is a DFT calculation (wB97M-V/def2-TZVPD) of C20H24N2O3SSr as an isolated structure in a non-equilibrium geometry.

Atoms and positions in Å:
Sr -0.044 -0.035 0.170
S 3.053 0.094 -0.609
O -0.920 -1.995 0.667
O 0.023 0.665 -1.941
O 2.207 -0.007 0.686
N -0.809 2.286 0.396
N -0.757 0.277 2.447
C -1.192 2.540 -4.785
C -1.695 3.702 -4.190
C -2.032 -3.889 1.534
C 2.890 -1.507 -1.384
C -1.088 2.662 1.810
C -1.566 -2.558 1.641
C -2.559 -2.541 3.889
C -1.178 3.047 -0.559
C 5.665 0.588 -1.210
C -1.078 2.787 -2.019
C -0.415 1.671 2.802
C -1.633 3.798 -2.817
C -1.429 -0.498 3.199
C 4.746 0.093 -0.102
C -0.632 1.524 -4.043
C -1.848 -1.883 2.876
C 2.943 -2.692 -0.433
C -0.530 1.610 -2.637
C -2.726 -4.499 2.554
C -3.008 -3.836 3.757
H 3.940 -2.865 -0.030
H 3.653 -1.523 -2.169
H -2.032 4.678 -2.319
H -1.731 -0.148 4.195
H -0.712 1.923 3.826
H 6.694 0.596 -0.853
H 2.641 -3.584 -0.984
H 4.732 0.759 0.763
H 5.634 -0.055 -2.091
H -3.558 -4.325 4.550
H -0.249 0.629 -4.517
H -2.758 -1.998 4.809
H -0.754 3.681 2.020
H -1.827 -4.407 0.605
H 1.930 -1.441 -1.905
H -3.065 -5.520 2.418
H -1.644 4.012 -0.319
H -2.129 4.492 -4.785
H -1.244 2.426 -5.862
H -2.165 2.622 1.987
H 0.670 1.786 2.731
H 5.004 -0.907 0.250
H 5.405 1.597 -1.530
H 2.253 -2.573 0.400

Properties
max |F| = 0.04404 Eh/bohr
LUMO = 0.00886 hartree
net charge = 0
gap between HOMO and LUMO = 7.458 eV
DFT total energy = -1540.7138 Ha
spin multiplicity = 1

In elementary charge units, the Mulliken charges are: 2.96, 0.46, -0.97, -0.61, -1.00, -0.16, -0.17, -0.25, -0.80, -0.76, -0.34, -0.85, 0.45, -0.60, -0.59, -1.06, 0.78, -1.01, -0.71, -0.39, -0.45, -0.75, 0.71, -1.17, 0.29, -0.27, -0.83, 0.33, 0.45, 0.29, 0.16, 0.48, 0.37, 0.39, 0.39, 0.29, 0.39, 0.38, 0.28, 0.44, 0.39, 0.23, 0.35, 0.24, 0.39, 0.36, 0.37, 0.27, 0.24, 0.32, 0.30

---

# 4
The following is a DFT calculation (wB97M-V/def2-TZVPD) of C20H24N2O4PtS as an isolated structure in a non-equilibrium geometry.

Atoms and positions in Å:
Pt -0.062 0.148 -0.092
S -0.157 2.760 0.036
O 3.445 -0.320 4.030
O 2.000 0.359 0.136
O -1.998 -0.328 -0.103
O -1.077 2.706 1.200
N 0.203 -0.470 1.845
N 1.507 -0.450 2.237
C 5.617 0.018 3.225
C 2.787 4.013 0.567
C -1.227 2.760 -1.454
C 0.499 1.454 -2.771
C -3.058 -0.167 3.415
C -2.166 -0.252 2.330
C 0.385 4.528 -0.071
C 4.251 -0.112 2.979
C 2.348 -0.042 1.313
C -4.099 -0.218 0.870
C -0.430 2.670 -2.750
C -4.418 -0.121 3.252
C -2.695 -0.256 1.005
C 6.508 0.183 2.184
C 4.705 0.140 0.616
C -0.770 -0.272 2.664
C 3.783 -0.014 1.656
C 6.058 0.223 0.867
C 1.853 4.650 -0.462
C -4.939 -0.150 1.954
H 2.584 2.945 0.674
H 2.020 4.189 -1.441
H -1.864 3.644 -1.396
H 0.928 1.302 -3.761
H 0.150 3.583 -2.904
H 4.316 0.187 -0.392
H -1.858 1.874 -1.332
H 0.205 4.903 0.936
H -0.513 -0.117 3.709
H 6.759 0.322 0.049
H 2.095 5.711 -0.565
H 7.564 0.283 2.398
H 3.828 4.126 0.269
H -5.075 -0.060 4.108
H -0.067 0.536 -2.518
H -1.136 2.599 -3.579
H -0.277 5.036 -0.773
H 1.324 1.557 -2.068
H 5.957 -0.027 4.252
H 2.655 4.484 1.543
H -4.486 -0.234 -0.141
H 2.535 -0.457 3.680
H -2.641 -0.142 4.416
H -6.010 -0.111 1.801

Properties
max |F| = 0.06007 Eh/bohr
LUMO (spin up / spin down) = -0.03592 / -0.03595 hartree
net charge = 0
gap between HOMO and LUMO (spin up / spin down) = 6.809 / 6.808 eV
DFT total energy = -1704.4225 Ha
spin multiplicity = 1

In elementary charge units, the Mulliken charges are: 1.17, 0.83, -0.65, -0.76, -1.00, -0.75, -0.11, -0.90, -0.65, -0.83, -1.17, -1.08, -0.74, 0.79, -1.15, 0.25, 0.97, -0.50, -0.24, -0.68, 0.62, -0.37, -0.37, -0.25, 0.44, -0.79, -0.20, -0.42, -0.06, 0.15, 0.50, 0.42, 0.23, 0.41, 0.39, 0.50, 0.33, 0.41, 0.42, 0.37, 0.40, 0.40, 0.31, 0.42, 0.36, 0.19, 0.43, 0.32, 0.42, 0.54, 0.32, 0.37

---

> Number 3 is which compound?

C20H24N2O3SSr

---

> Which of these has the highest DFT total energy?

C20H24N2O3SSr

---

> Which value of DFT total energy does entry 3 give?

-1540.7138 Ha

---

> Which of these has the highest max |F|?

C20H24N2O4PtS